1.
DFT (ωB97M-V/def2-TZVPD) results for 10 unconnected molecules or ions with the total composition C38H60O16S2 in a non-equilibrium geometry.

Calculated values
- Kohn-Sham gap: 9.4 eV

Last column: Mulliken charge in e.
Positions of all 116 atoms, in Å:
C: 20.00696 25.79910 20.28139  -0.474
S: 18.20368 25.80899 20.42315  0.728
O: 17.81384 24.93216 21.58227  -0.696
C: 18.06709 27.49994 21.05554  -1.288
H: 20.51769 25.67115 21.23650  0.255
H: 20.28639 26.74420 19.81800  0.559
H: 20.26373 24.95073 19.64742  -0.303
H: 18.80716 27.79695 21.79702  0.262
H: 17.08954 27.59657 21.53311  0.415
H: 18.03134 28.17512 20.19832  0.449
C: 23.88940 22.49063 24.00274  -0.514
S: 24.71356 20.87546 24.13821  0.499
O: 23.97402 19.95080 23.21585  -0.555
C: 26.21503 21.27472 23.25201  -0.796
H: 23.85334 22.61484 22.91622  -0.040
H: 24.57657 23.24095 24.39196  0.513
H: 22.89650 22.47409 24.43343  0.130
H: 25.94344 21.74439 22.30435  0.014
H: 26.75195 20.34518 23.09526  0.363
H: 26.79839 22.00033 23.82217  0.412
C: 15.96778 20.76097 25.75886  -0.752
C: 16.99690 21.17738 24.93510  -0.254
C: 18.32857 20.93063 25.27925  0.124
C: 18.64683 20.40450 26.54768  -1.065
C: 17.62273 20.11945 27.41703  -0.459
C: 16.30240 20.24697 26.99963  -0.309
H: 14.91860 20.84955 25.51383  0.483
H: 16.75979 21.64053 23.98341  0.414
H: 19.19406 21.21157 24.69520  0.724
H: 19.68426 20.17212 26.75090  0.458
H: 17.77268 19.67538 28.39401  0.357
H: 15.55437 19.83029 27.66512  0.356
O: 13.50314 20.60757 21.82706  -0.639
C: 13.97767 21.53118 21.23539  0.234
O: 13.54047 22.79664 21.45708  -0.412
C: 14.25986 23.70889 20.59276  -0.642
C: 15.50219 22.95984 20.14462  0.459
C: 15.04972 21.52694 20.15768  0.930
H: 14.41975 24.62489 21.15599  0.352
H: 13.64367 23.95054 19.72182  0.285
H: 16.31204 23.18046 20.84585  -0.412
H: 15.88926 23.31259 19.18678  0.203
H: 15.77145 20.75329 20.41148  0.078
H: 14.52919 21.21121 19.24732  -0.465
O: 22.94070 15.85063 22.48534  -0.598
C: 22.29523 16.42420 23.31073  0.353
O: 22.56312 16.35129 24.61294  -0.382
C: 21.76934 17.32578 25.32553  -0.162
C: 20.52185 17.44667 24.48744  0.003
C: 21.09476 17.33233 23.07507  0.156
H: 22.33106 18.25765 25.19494  0.094
H: 21.59721 17.12196 26.37633  0.340
H: 19.99351 18.38677 24.66638  -0.280
H: 19.76883 16.66563 24.62005  0.303
H: 21.46277 18.31234 22.75348  -0.231
H: 20.42091 16.97082 22.30531  0.418
O: 18.25368 24.75547 16.69736  -0.630
C: 18.30060 23.56208 16.74541  0.369
O: 17.19583 22.83189 16.39353  -0.421
C: 17.44595 21.46021 16.71551  0.569
C: 18.94903 21.32137 16.58434  -0.727
C: 19.45243 22.64464 17.13006  0.558
H: 16.84305 20.77850 16.12002  0.371
H: 17.16214 21.24997 17.75515  -0.547
H: 19.17578 21.17196 15.52343  0.408
H: 19.36803 20.44326 17.07834  0.304
H: 20.38005 23.05178 16.75168  0.375
H: 19.31920 22.63610 18.21551  -0.610
O: 21.43794 24.80635 24.51726  -0.583
C: 20.32224 25.22816 24.67421  0.393
O: 20.02713 26.52589 24.50900  -0.430
C: 18.62884 26.80799 24.85842  -0.399
C: 17.94958 25.43684 24.87754  -0.080
C: 19.11839 24.46987 25.11896  0.809
H: 18.33944 27.43843 24.02088  0.226
H: 18.64089 27.35317 25.79948  0.251
H: 17.55514 25.17600 23.89860  -0.211
H: 17.21796 25.33671 25.67451  0.464
H: 18.99192 23.47340 24.70647  -0.859
H: 19.21465 24.25812 26.19028  0.423
O: 22.47919 24.09834 18.59869  -0.530
C: 23.63962 24.34924 18.74196  0.453
O: 24.45300 23.60506 19.52782  -0.273
C: 25.67395 24.33303 19.81647  -0.402
C: 25.87998 25.24568 18.58624  -0.555
C: 24.46552 25.46372 18.09889  -0.504
H: 26.45150 23.57416 19.86708  0.275
H: 25.55347 24.83118 20.77537  0.303
H: 26.41361 24.72482 17.79440  0.276
H: 26.37983 26.12553 18.98529  0.330
H: 24.32152 25.48708 17.02371  0.399
H: 24.06241 26.38296 18.53899  0.232
O: 14.07296 19.76812 17.60715  -0.615
C: 14.59874 18.77968 18.04257  0.660
O: 13.88072 17.71588 18.41404  -0.408
C: 14.70270 16.73463 19.08963  -0.472
C: 16.14037 17.04755 18.65964  -0.653
C: 16.05008 18.54127 18.33541  0.604
H: 14.33539 15.77299 18.74578  0.352
H: 14.61997 16.86318 20.16915  0.257
H: 16.36767 16.41573 17.80294  0.300
H: 16.83644 16.88316 19.47904  0.330
H: 16.70420 18.70376 17.47309  0.122
H: 16.52755 19.18830 19.07198  -0.429
O: 18.30863 20.48538 19.97335  -0.568
C: 19.20679 20.98240 20.58871  0.088
O: 20.32845 21.41728 19.97081  -0.342
C: 21.23257 22.05167 20.89264  -0.187
C: 20.67735 21.82727 22.30831  1.199
C: 19.28287 21.24346 22.06547  0.379
H: 21.36374 23.06919 20.52599  -0.384
H: 22.20801 21.57131 20.80247  0.294
H: 20.68727 22.69283 22.96201  -0.302
H: 21.24311 20.95348 22.63825  -0.282
H: 18.45956 21.89221 22.37723  -0.448
H: 19.07270 20.33020 22.62241  0.483

2.
DFT (ωB97M-V/def2-TZVPD) results for a molecular structure, C38H61AlB2ClCsF6KMgN2NaO12 in a non-equilibrium geometry.

Calculated values
- Kohn-Sham gap: 1.2 eV

Last column: Mulliken charge in e.
Positions of all 127 atoms, in Å:
C: 1.79685 0.84646 -0.68042  -1.521
C: 2.17280 -0.50610 -1.28950  0.288
O: 1.12983 -1.16856 -1.91988  -0.210
C: 0.02371 -1.47766 -1.09323  -0.524
C: -0.71297 -2.65788 -1.66807  0.221
C: -1.75402 -2.39862 -2.58544  0.745
C: -2.12851 -1.01456 -3.05361  -1.656
B: -1.54434 -0.68093 -4.49564  0.608
O: -2.41168 -0.23091 -5.44675  -0.572
O: -0.19300 -0.82526 -4.80857  -0.475
C: -2.45575 -3.49411 -3.07263  0.468
C: -2.12027 -4.77921 -2.67764  0.371
C: -1.09987 -5.05430 -1.79440  0.465
B: -0.83498 -6.58147 -1.41229  0.806
N: -0.17415 -7.55528 -2.28876  -0.639
O: -1.24246 -6.97721 -0.16856  -0.758
C: -0.37959 -3.96935 -1.28463  -0.195
C: 0.71851 -4.28196 -0.29570  -0.332
F: 1.78434 -3.38642 -0.28655  -0.354
C: 0.14834 -4.42479 1.12340  -0.259
C: 0.71435 -5.66371 1.86920  -1.661
C: -3.03178 -5.74298 -3.35167  -0.123
O: -2.92970 -6.93434 -3.42162  -0.592
N: -4.02989 -4.94885 -3.95172  0.106
O: -5.34991 -5.22784 -3.60068  -0.352
C: -5.53227 -5.03644 -2.17993  -0.812
C: -6.85870 -4.37818 -1.86564  0.835
C: -7.10715 -4.53316 -0.36532  -2.067
C: -6.85122 -2.87908 -2.23243  -0.670
C: -7.96503 -2.42048 -3.17788  0.984
C: -8.10846 -3.30872 -4.42389  -1.472
C: -7.66397 -0.97289 -3.63762  -1.539
C: -3.62208 -3.58742 -4.01042  -0.065
O: -4.13666 -2.74283 -4.67471  -0.498
H: 1.19844 1.47140 -1.33132  0.319
H: 2.69624 1.38915 -0.38718  0.483
H: 1.16169 0.67318 0.20507  0.340
H: 2.60854 -1.09306 -0.43597  -0.124
H: 2.99674 -0.38231 -1.98610  0.341
H: 0.39247 -1.74753 -0.09691  0.283
H: -0.62381 -0.61634 -0.94515  0.575
H: -1.90227 -0.25081 -2.31461  0.342
H: -3.21159 -1.00805 -3.17064  0.228
H: -2.28142 -0.66767 -6.29347  0.298
H: 0.01093 -1.74986 -4.98140  0.310
H: -0.63595 -7.56407 -3.19216  0.275
H: 0.80522 -7.32003 -2.41415  0.252
H: -0.64660 -7.64981 0.18085  0.311
H: 1.15988 -5.24194 -0.57194  0.470
H: -0.92154 -4.59474 1.08692  0.328
H: 0.36846 -3.54501 1.73025  0.570
H: 1.41182 -6.24147 1.25772  0.658
H: -0.07822 -6.33697 2.18189  0.188
H: 1.26920 -5.38834 2.78619  0.254
H: -5.44711 -5.99602 -1.66498  0.541
H: -4.75257 -4.39051 -1.76575  0.221
H: -7.62204 -4.90830 -2.43590  0.369
H: -7.16670 -5.58124 -0.08264  0.464
H: -8.01089 -3.99992 -0.08124  0.561
H: -6.30726 -4.03820 0.18964  0.366
H: -6.97516 -2.30664 -1.31212  0.435
H: -5.89694 -2.57973 -2.67430  -0.333
H: -8.91006 -2.36927 -2.63723  0.323
H: -8.76373 -4.15201 -4.21105  0.348
H: -7.12943 -3.72166 -4.66726  0.204
H: -8.47360 -2.75050 -5.28083  0.499
H: -8.56177 -0.35561 -3.60413  0.392
H: -6.92532 -0.49725 -2.99332  0.340
H: -7.32578 -0.94947 -4.67184  0.333
Mg: 2.63052 -0.39758 1.47569  -0.043
F: 1.35852 3.40556 -0.31090  -0.806
C: 2.52858 5.77459 -2.93240  -0.381
C: 2.68538 7.19268 -2.73404  -0.072
C: 3.90007 7.56590 -1.87798  0.627
O: 4.22293 8.71736 -1.65927  -0.551
C: 4.68157 6.49027 -1.29098  -0.619
C: 4.51924 5.07003 -1.48599  0.428
C: 3.37774 4.69039 -2.42451  0.833
O: 3.15963 3.55120 -2.75037  -0.517
O: 5.21120 4.21716 -0.97589  -0.561
O: 1.96592 8.07080 -3.16675  -0.508
H: 1.70147 5.40432 -3.53138  0.448
H: 5.48215 6.84941 -0.64889  0.570
Na: 1.93711 6.58620 -0.29724  0.895
Cs: 2.74700 -4.52707 3.67540  0.968
F: -7.89040 -4.01661 4.52371  -0.413
Al: -9.12354 -4.40915 3.43555  0.592
F: -10.62552 -4.24884 4.17927  -0.390
F: -8.90921 -5.99865 2.89955  -0.405
F: -9.02910 -3.37108 2.09543  -0.377
C: 2.25418 4.99365 7.26989  -1.111
C: 0.87359 4.40921 6.97967  -0.398
C: 0.79539 2.90448 7.22326  -0.480
C: 1.71658 2.05868 6.37389  -0.629
C: 1.57705 2.18856 4.86025  0.967
C: 0.22643 1.76665 4.29683  -1.272
H: 3.02273 4.56196 6.62320  0.210
H: 2.26015 6.07301 7.10605  0.386
H: 2.54015 4.80622 8.30529  0.287
H: 0.58025 4.65197 5.94928  0.213
H: 0.14149 4.89778 7.62548  0.398
H: -0.24072 2.57791 7.08697  0.277
H: 1.06308 2.67487 8.29298  -0.022
H: 1.55989 1.01280 6.65532  0.375
H: 2.75385 2.29010 6.65172  0.402
H: 2.34663 1.55125 4.42641  -1.014
H: 1.79544 3.21350 4.54035  0.341
H: 0.00372 0.72909 4.55599  0.279
H: 0.21426 1.85150 3.20741  0.299
H: -0.57470 2.39500 4.68183  0.387
C: 10.55516 5.34094 0.59172  -1.158
C: 9.26144 5.79269 -0.06507  -0.221
O: 8.60540 6.84193 0.62436  -0.406
C: 9.32702 8.05729 0.73747  -0.324
C: 9.65563 8.70322 -0.59776  -1.032
H: 10.39029 5.12107 1.64739  0.303
H: 10.93405 4.44555 0.09850  0.400
H: 11.33072 6.10547 0.53017  0.277
H: 8.55112 4.96512 -0.07442  0.291
H: 9.43670 6.06943 -1.11090  0.313
H: 10.23656 7.90986 1.32999  0.320
H: 8.68319 8.72311 1.31211  0.330
H: 10.38234 8.11897 -1.16427  0.268
H: 10.07886 9.69518 -0.44095  0.393
H: 8.75647 8.79659 -1.20839  0.256
K: 4.38059 1.02472 4.18897  0.671
Cl: 2.23352 1.51948 9.49934  -0.612

What E_HOMO values result from the calculations? In sequence: -0.3398; -0.2683 hartree.